Molecular formula: C3H15NO3
Method: DFT, the ωB97M-V functional and the def2-TZVPD basis

Properties
Total charge: +1
Energy relative to the best compared isomer or geometry (same formula, charge and spin) in kcal per mole: 23.0
Lowest unoccupied orbital energy (alpha / beta) in eV: -3.3 / -8.5
HOMO-LUMO gap (alpha / beta) in Ha: 0.3811 / 0.1908
2S+1: 2

```
22
Properties=species:S:1:pos:R:3:forces:R:3
C -1.464484 -1.051707 -2.430994 -1.14 2.95 1.32
C -0.321873 -1.067189 -1.387188 -0.44 -2.63 -2.21
N -0.479079 -0.356490 -0.187009 3.00 1.70 0.15
C -0.823622 1.058108 -0.136096 -1.56 0.20 0.61
H -1.660929 -1.896628 -3.074200 0.63 -0.26 0.09
H -1.263233 -0.113502 -2.970809 -0.26 -0.64 -0.71
H -2.434698 -0.756079 -1.950418 0.64 -0.70 -0.11
H 0.541872 -0.728999 -2.001525 0.27 0.86 0.70
H 0.072849 -2.098496 -1.294972 -0.46 0.28 1.07
H 0.324704 -0.468599 0.454553 -0.46 -0.81 0.00
H -1.875479 1.147793 -0.411196 0.17 0.38 -0.41
H -0.723831 1.511115 0.858643 0.04 -0.78 0.02
H -0.152165 1.664810 -0.743226 0.04 -0.27 -0.65
H 1.556138 0.198882 2.475323 -0.01 0.38 -0.31
H 2.933942 -0.200311 2.700567 0.11 0.13 -0.98
O 2.379110 0.140944 1.961259 -0.29 -0.71 1.38
H 4.324678 2.873632 1.781457 0.12 0.48 -0.01
H 3.230444 1.871399 1.716746 -0.37 0.32 -0.02
O 3.366093 2.833349 1.715051 0.22 -0.65 -0.03
H -3.255099 -1.512136 0.783891 -0.11 -0.17 0.66
H -1.780358 -1.463442 0.750602 0.10 -0.40 0.40
O -2.494988 -1.586458 1.389533 -0.23 0.36 -0.95
```
Forces are in eV/Å.

***

Molecular formula: C3H15NO4
Method: DFT, the ωB97M-V functional and the def2-TZVPD basis

Properties
Energy relative to the best compared isomer or geometry (same formula, charge and spin) in kcal per mole: 128.0
Lowest unoccupied orbital energy in eV: -3.8
HOMO-LUMO gap in Ha: 0.1706

```
23
Properties=species:S:1:pos:R:3:forces:R:3
N 0.472757 1.597616 0.466406 0.72 0.41 0.17
C -0.006669 -0.681912 2.609106 -2.47 -1.07 -1.19
C -0.673823 -1.574026 0.403288 -0.01 -0.39 0.42
C -0.578419 -0.573846 1.348070 -0.75 1.32 0.95
H 0.428662 2.540059 0.817438 -0.18 0.40 -0.34
H 1.450052 1.320489 0.516941 -0.13 0.08 -0.18
H 0.355282 -1.641887 2.948750 0.57 0.10 0.24
H -0.258919 0.121560 3.290113 0.75 0.06 0.17
H -1.236690 -1.420833 -0.508817 -0.11 0.24 0.00
H -0.333056 -2.569689 0.648571 0.47 -0.15 -0.24
H -0.993554 0.409719 1.124335 -0.04 -0.69 -0.19
H 0.717005 0.013291 -2.118704 -0.52 0.47 -0.19
H 0.817595 -1.582513 -1.936865 0.06 -0.06 -0.41
O 1.278333 -0.772671 -1.707174 0.01 -0.63 0.97
H 1.537219 -0.591624 1.460997 0.51 0.28 0.52
H 1.886712 -0.765223 0.087859 0.68 0.25 -0.92
O 2.322971 -0.518609 0.925561 0.20 -0.62 -0.03
H -3.121145 1.082652 -1.375159 0.40 -0.13 0.09
H -1.566508 0.898335 -1.661472 0.10 0.12 -0.23
O -2.307235 0.723503 -0.995929 -0.37 -0.16 0.11
H -0.171347 1.371857 -3.372678 0.01 0.05 -0.02
H 0.173890 1.534999 -0.509131 0.10 0.45 -0.08
O -0.193114 1.078754 -2.461506 0.01 -0.32 0.36
```
Forces are in eV/Å.

***

Molecular formula: C3H15NO4
Method: DFT, the ωB97M-V functional and the def2-TZVPD basis

Properties
Structure (SMILES): C[C@H](N)CO.O.O.O
Energy relative to the best compared isomer or geometry (same formula, charge and spin) in kcal per mole: 33.2
Lowest unoccupied orbital energy in eV: 0.5
HOMO-LUMO gap in Ha: 0.3524

```
23
Properties=species:S:1:pos:R:3:forces:R:3
C -2.897628 0.481989 1.032915 0.01 -0.02 0.26
C -1.852532 0.638876 -0.097799 -1.44 -0.83 -0.02
N -1.736029 -0.531792 -0.991470 0.47 0.34 0.35
C -0.496117 0.807874 0.568362 -0.76 1.43 -0.23
O 0.409706 1.268038 -0.426726 0.84 -1.08 0.43
H -3.626664 -0.304078 0.881135 -0.11 -0.20 -0.35
H -2.397367 0.246388 1.969113 0.16 -0.21 0.19
H -3.463299 1.387438 1.263376 0.14 0.13 -0.36
H -2.216529 1.434058 -0.760751 0.76 0.29 0.38
H -1.842967 -0.403278 -1.979293 -0.34 0.07 0.07
H -1.969056 -1.443086 -0.643446 -0.11 -0.02 0.03
H -0.442539 1.602797 1.340509 -0.52 -0.34 -0.28
H -0.401538 -0.160575 1.104605 1.10 0.29 -0.64
H 0.766839 0.507608 -0.921077 -0.09 0.59 0.26
O 2.005703 -0.701522 -1.666012 -0.51 -0.39 -0.30
H 1.112096 -1.055203 -1.819543 0.10 -0.16 0.12
H 2.425219 -0.819079 -2.524489 0.24 0.14 0.02
O 2.632156 1.270810 1.570058 -0.60 0.23 -0.45
H 1.855423 1.354047 2.123606 0.05 -0.13 0.92
H 2.159937 1.483277 0.747279 0.54 -0.14 -0.49
O 1.009165 -2.625499 0.104837 -0.92 -0.05 -2.11
H 0.847959 -2.934606 0.980849 0.94 0.32 0.88
H 1.770115 -2.093186 -0.171534 0.05 -0.27 1.29
```
Forces are in eV/Å.

***

Molecular formula: C3H16N2O3
Method: DFT, the ωB97M-V functional and the def2-TZVPD basis

Properties
Energy relative to the best compared isomer or geometry (same formula, charge and spin) in kcal per mole: 190.2
Lowest unoccupied orbital energy in eV: -4.9
HOMO-LUMO gap in Ha: 0.1325

```
24
Properties=species:S:1:pos:R:3:forces:R:3
N -3.552838 0.152783 0.402049 0.62 -0.35 -1.56
C -1.127900 -1.883793 0.499902 -0.57 0.72 -0.36
C -0.065570 -0.981892 -0.140395 -0.37 -0.01 0.82
C -0.323769 0.526254 -0.146862 -1.05 -2.74 -0.18
N -1.553056 0.944370 -0.662679 1.14 1.50 -0.79
H -3.659682 0.028321 1.403638 0.00 0.80 -0.08
H -1.830597 -2.180453 -0.277860 0.18 -0.68 -0.01
H -0.707487 -2.702258 1.073372 -0.02 -0.21 -0.26
H -1.803219 -1.328435 1.134561 0.19 0.22 0.68
H 0.878775 -1.049005 0.379264 0.30 -0.15 0.10
H 0.124479 -1.362177 -1.125724 0.18 0.13 -0.69
H 0.551104 0.898861 -0.720275 0.16 1.49 0.29
H -0.343040 0.794051 0.930565 0.99 0.92 0.02
H -2.590357 0.588519 -0.318428 -0.75 -1.78 0.98
H -1.578926 1.968261 -0.743178 0.13 -0.03 0.03
H 2.469328 1.630655 2.162587 0.32 0.00 -0.23
H 2.433970 1.225352 0.585938 0.14 0.66 -0.04
O 1.943979 1.246977 1.460603 -0.72 -0.41 0.37
H 3.010475 -0.016056 -0.943317 -0.47 -0.70 0.17
H 3.555036 1.808091 -1.293786 -0.29 0.21 -0.14
O 2.700541 1.474364 -0.994712 0.10 -0.14 0.29
H -4.293906 0.610796 -0.118356 -0.55 0.34 0.84
H 2.828393 -1.352086 -1.724662 0.07 -0.14 -0.05
O 2.934257 -1.041502 -0.822252 0.29 0.34 -0.20
```
Forces are in eV/Å.

***

Molecular formula: C3H16NO3
Method: DFT, the ωB97M-V functional and the def2-TZVPD basis

Properties
Total charge: +1
Energy relative to the best compared isomer or geometry (same formula, charge and spin) in kcal per mole: 11.4
Lowest unoccupied orbital energy in eV: -2.7
HOMO-LUMO gap in Ha: 0.4674

```
23
Properties=species:S:1:pos:R:3:forces:R:3
C -2.695615 -0.568813 -0.951089 0.16 -0.13 -1.94
C -1.739686 -1.358536 -0.052397 -0.35 1.00 -0.40
N -0.289935 -0.736744 -0.011534 -2.58 -2.22 1.88
C 0.545073 -1.671649 0.799268 0.23 1.35 2.51
H -2.331354 -0.652521 -2.012194 -0.31 0.06 0.84
H -3.742998 -0.956836 -0.994835 0.97 0.03 0.48
H -2.764071 0.507277 -0.779299 0.15 -0.13 0.47
H -2.157662 -1.369326 0.952773 0.57 0.05 0.24
H -1.701621 -2.399287 -0.403854 0.49 0.41 0.12
H -0.307467 0.255040 0.369072 0.30 -0.65 0.17
H 0.089866 -0.718959 -0.927188 0.30 0.15 -1.67
H 0.347419 -1.637381 1.915557 -0.45 0.26 -1.41
H 1.557549 -1.364498 0.754136 1.09 0.45 -0.37
H 0.531489 -2.697083 0.539774 -0.61 -0.83 -0.91
H 0.997401 1.772304 1.538273 0.18 0.30 -0.27
H -0.524831 2.044586 1.781960 0.56 -0.25 -0.57
O 0.111911 1.646360 1.152814 -1.13 0.14 0.65
H 1.438353 0.238306 -2.630111 0.34 0.28 -0.15
H 0.456735 -0.523929 -3.534635 0.08 0.02 0.27
O 0.703189 -0.370742 -2.610965 -0.32 -0.28 -0.20
H 3.212206 2.718711 0.987228 0.26 0.21 -0.30
H 3.046056 2.240206 2.408616 1.45 -0.32 2.21
O 2.587880 2.386205 1.625748 -1.38 0.10 -1.66
```
Forces are in eV/Å.

***

Molecular formula: C3H16NO4
Method: DFT, the ωB97M-V functional and the def2-TZVPD basis

Properties
Total charge: +1
Energy relative to the best compared isomer or geometry (same formula, charge and spin) in kcal per mole: 65.0
Lowest unoccupied orbital energy in eV: -3.0
HOMO-LUMO gap in Ha: 0.4040

```
24
Properties=species:S:1:pos:R:3:forces:R:3
O -1.591856 -0.923789 2.438172 2.87 -3.91 4.49
C -1.466794 -0.691122 1.128451 -2.09 -0.46 -2.71
C -0.758345 0.592453 0.964309 -1.64 3.76 2.74
N -0.574475 1.094240 -0.419393 1.66 -0.03 -1.59
C -0.343931 2.637915 -0.512215 -1.27 -0.40 0.11
H -1.028129 -1.748941 2.697876 -1.54 2.35 -0.32
H -1.049719 -1.415614 0.452075 0.51 -1.05 0.20
H -2.564746 -0.713057 0.953518 0.50 1.01 -1.79
H 0.158446 0.683026 1.671117 -1.36 -0.26 -1.84
H -1.543725 1.326984 1.471416 1.85 -0.96 -1.03
H -1.275822 0.671942 -1.099710 0.81 0.88 1.12
H 0.373317 0.710757 -0.773258 -1.53 0.34 0.88
H -1.169926 3.238142 -0.058543 0.24 -1.02 -0.31
H -0.328780 2.924240 -1.606629 0.75 -0.37 1.43
H 0.509512 2.797703 0.173261 0.01 0.13 -1.17
H 2.156754 0.050035 1.095874 -1.06 0.93 -0.55
H 2.841123 -0.110891 -0.094037 -1.72 1.25 -0.64
O 2.029396 0.441283 0.191621 2.88 -1.91 1.04
H -1.312289 -1.802912 -2.489124 -0.48 -0.99 -1.06
H 0.207730 -1.321956 -2.709878 0.19 -0.58 -1.04
O -0.585063 -1.288162 -2.199864 0.20 1.66 2.06
H 2.319824 -2.177657 -1.227833 -1.09 -1.29 -1.84
H 2.406654 -2.829697 0.303248 -0.33 -0.30 -1.23
O 2.590836 -2.144931 -0.350451 1.62 1.22 3.04
```
Forces are in eV/Å.

***

Molecular formula: C3H16O5
Method: DFT, the ωB97M-V functional and the def2-TZVPD basis

Properties
Energy relative to the best compared isomer or geometry (same formula, charge and spin) in kcal per mole: 219.7
Lowest unoccupied orbital energy in eV: -6.0
HOMO-LUMO gap in Ha: 0.1386

```
24
Properties=species:S:1:pos:R:3:forces:R:3
C 0.743082 -0.650064 -0.991684 -1.76 0.40 -0.77
C -0.103962 -0.413102 0.215878 3.26 -1.31 1.25
C 0.701167 0.359054 1.202489 -1.37 1.70 -0.60
O 3.303707 -0.507569 0.101726 -0.29 -0.68 0.13
H 1.128322 0.309967 -1.332333 0.50 -0.21 -0.17
H 1.616925 -1.279918 -0.653759 0.46 0.19 0.49
H 0.255477 -1.191747 -1.802562 -0.02 -0.09 0.09
H -0.523704 -1.292355 0.712489 -0.68 0.04 -0.41
H 1.637256 -0.214459 1.428278 0.10 -0.22 -0.04
H 1.087797 1.268742 0.720077 0.31 -0.14 0.06
H 0.144738 0.690213 2.079686 0.15 -0.59 0.30
H -1.024903 0.153866 -0.189923 -1.17 0.70 -0.63
H -3.095454 -2.160276 -1.116377 0.02 -0.10 -0.05
H -2.417621 -0.788583 -1.024159 -0.18 -0.86 -0.21
O -2.289931 -1.710049 -1.385387 -0.02 0.34 0.05
H -3.150523 0.540651 2.463130 0.03 0.00 0.09
H -3.556607 0.849914 -0.920560 0.49 0.20 -0.46
O -2.805337 0.655363 -0.342651 0.56 -0.09 0.60
H 3.983838 -0.713821 0.758484 -0.07 -0.09 0.16
H -2.358230 0.747777 1.167989 -0.33 0.07 0.61
O -2.245251 0.621835 2.149710 0.14 0.02 -0.20
H 3.257664 0.655835 -0.379205 -0.40 1.07 -0.63
H 3.676909 1.907996 -1.471218 -0.06 -0.04 0.06
O 2.972152 1.592963 -0.893563 0.34 -0.28 0.27
```
Forces are in eV/Å.

***

Molecular formula: C3H16Si4
Method: DFT, the ωB97M-V functional and the def2-TZVPD basis

Properties
Energy relative to the best compared isomer or geometry (same formula, charge and spin) in kcal per mole: 0.0
Lowest unoccupied orbital energy in eV: 0.1
HOMO-LUMO gap in Ha: 0.3091

```
23
Properties=species:S:1:pos:R:3:forces:R:3
C -0.426260 -2.597011 -0.395160 2.77 2.01 1.38
C 2.078332 1.035933 2.234830 2.01 1.00 -4.03
C -2.494650 0.407264 0.316581 -0.30 -5.00 -1.29
Si -2.807943 0.545786 -1.521472 -0.97 3.50 1.39
Si 2.846665 0.523959 -1.157495 -1.45 0.38 1.27
Si -0.330093 -0.981576 0.851949 -4.06 -1.03 -2.12
Si 1.113553 0.787445 0.578390 1.83 -0.27 0.48
H 0.610039 -3.070845 -0.249604 -1.16 0.78 -0.90
H -1.066822 -3.370889 -0.059895 -1.17 -0.27 0.29
H -0.638310 -2.188224 -1.383151 0.26 -0.62 -0.11
H 2.397761 2.117128 2.132524 0.20 -1.24 0.32
H 1.617249 0.924923 3.122138 -1.93 -0.44 2.90
H 2.930177 0.317813 2.179400 -0.33 0.83 0.17
H -3.484592 -0.017498 0.708785 1.73 0.72 0.23
H -2.202851 1.337926 0.595403 0.58 2.71 1.46
H -3.586605 -0.433101 -2.146096 -0.26 -1.71 -0.88
H -1.585898 1.105964 -2.111563 0.21 -0.33 -0.61
H -3.939814 1.767011 -1.733903 1.50 -1.29 0.30
H 2.790257 1.681500 -2.053593 0.05 0.06 -0.23
H 2.422634 -0.712369 -1.787776 0.28 -0.45 -0.49
H 4.132895 0.474463 -0.464310 0.32 -0.18 -0.01
H -0.767525 -1.656999 2.087340 0.47 0.48 0.54
H 0.391802 2.001387 0.256682 -0.57 0.38 -0.08
```
Forces are in eV/Å.

***

Copy entry 7 word for word.
Molecular formula: C3H16O5
Method: DFT, the ωB97M-V functional and the def2-TZVPD basis

Properties
Energy relative to the best compared isomer or geometry (same formula, charge and spin) in kcal per mole: 219.7
Lowest unoccupied orbital energy in eV: -6.0
HOMO-LUMO gap in Ha: 0.1386

```
24
Properties=species:S:1:pos:R:3:forces:R:3
C 0.743082 -0.650064 -0.991684 -1.76 0.40 -0.77
C -0.103962 -0.413102 0.215878 3.26 -1.31 1.25
C 0.701167 0.359054 1.202489 -1.37 1.70 -0.60
O 3.303707 -0.507569 0.101726 -0.29 -0.68 0.13
H 1.128322 0.309967 -1.332333 0.50 -0.21 -0.17
H 1.616925 -1.279918 -0.653759 0.46 0.19 0.49
H 0.255477 -1.191747 -1.802562 -0.02 -0.09 0.09
H -0.523704 -1.292355 0.712489 -0.68 0.04 -0.41
H 1.637256 -0.214459 1.428278 0.10 -0.22 -0.04
H 1.087797 1.268742 0.720077 0.31 -0.14 0.06
H 0.144738 0.690213 2.079686 0.15 -0.59 0.30
H -1.024903 0.153866 -0.189923 -1.17 0.70 -0.63
H -3.095454 -2.160276 -1.116377 0.02 -0.10 -0.05
H -2.417621 -0.788583 -1.024159 -0.18 -0.86 -0.21
O -2.289931 -1.710049 -1.385387 -0.02 0.34 0.05
H -3.150523 0.540651 2.463130 0.03 0.00 0.09
H -3.556607 0.849914 -0.920560 0.49 0.20 -0.46
O -2.805337 0.655363 -0.342651 0.56 -0.09 0.60
H 3.983838 -0.713821 0.758484 -0.07 -0.09 0.16
H -2.358230 0.747777 1.167989 -0.33 0.07 0.61
O -2.245251 0.621835 2.149710 0.14 0.02 -0.20
H 3.257664 0.655835 -0.379205 -0.40 1.07 -0.63
H 3.676909 1.907996 -1.471218 -0.06 -0.04 0.06
O 2.972152 1.592963 -0.893563 0.34 -0.28 0.27
```
Forces are in eV/Å.